C21H36ClN3O9S2 | wB97M-V/def2-TZVPD

CARTESIAN COORDINATES (ANGSTROEM)
C1 1.031 -2.010 1.281
C2 1.816 -1.020 0.466
O1 2.880 -0.613 0.849
N1 1.251 -0.553 -0.801
C3 2.354 -0.521 -1.776
C4 0.599 0.729 -0.487
C5 1.223 2.120 -0.767
C6 1.151 2.826 -2.147
C7 1.470 2.061 -3.445
C8 2.944 2.240 -3.887
C9 3.499 1.069 -4.725
S1 4.948 0.278 -4.002
O2 4.651 -1.116 -3.860
O3 5.350 0.940 -2.802
Cl1 6.380 0.484 -5.431
C10 0.161 2.881 0.041
O4 0.279 3.797 0.801
N2 -1.076 2.302 -0.345
C11 -0.891 0.917 -0.840
N3 -1.260 0.925 -2.247
C12 -1.191 -0.127 -2.878
O5 -0.976 -1.073 -3.513
S2 -2.060 0.008 0.250
C13 -2.157 -1.668 -0.285
O6 -1.541 0.065 1.596
O7 -3.370 0.587 0.120
H1 0.580 -2.803 0.689
H2 0.292 -1.488 1.891
H3 1.734 -2.468 1.976
H4 2.995 -1.381 -1.594
H5 1.948 -0.689 -2.771
H6 2.999 0.355 -1.722
H7 0.530 0.736 0.608
H8 2.222 2.118 -0.338
H9 1.867 3.650 -2.097
H10 0.184 3.307 -2.285
H11 0.877 2.542 -4.227
H12 1.164 1.020 -3.448
H13 3.584 2.497 -3.044
H14 2.965 3.115 -4.538
H15 2.743 0.292 -4.816
H16 3.771 1.423 -5.716
H17 -1.693 2.410 0.459
H18 -2.894 -2.199 0.306
H19 -1.201 -2.183 -0.250
H20 -2.513 -1.689 -1.317
C14 -4.112 -6.445 0.241
C15 -2.661 -6.796 0.559
C16 -1.944 -5.500 0.208
O8 -2.873 -4.440 0.466
C17 -4.181 -4.989 0.678
H21 -4.838 -7.073 0.754
H22 -4.289 -6.525 -0.833
H23 -2.553 -7.009 1.624
H24 -2.283 -7.651 0.001
H25 -1.673 -5.471 -0.853
H26 -1.043 -5.340 0.801
H27 -4.421 -4.904 1.743
H28 -4.911 -4.409 0.112
C18 -1.566 4.148 5.488
C19 -1.045 3.909 4.074
C20 0.410 4.333 4.207
O9 0.796 4.046 5.556
C21 -0.364 3.745 6.332
H29 -2.462 3.578 5.730
H30 -1.787 5.208 5.631
H31 -1.108 2.846 3.827
H32 -1.578 4.468 3.306
H33 0.528 5.409 4.036
H34 1.068 3.801 3.521
H35 -0.371 2.669 6.541
H36 -0.311 4.281 7.281

Output
E_tot: -79448.8408 eV
F_max: 0.043 Eh/bohr
relative energy (zero: lowest compared OMol25 entry of this formula, charge and spin): 0.000 eV
charge: 0
LUMO energy: 0.065 eV
HOMO-LUMO gap: 9.0879 eV


C21H36N2O2 | wB97M-V/def2-TZVPD

CARTESIAN COORDINATES (ANGSTROEM)
C1 -6.055 -1.075 0.169
O1 -4.748 -0.794 -0.258
C2 -4.294 0.495 -0.177
C3 -5.024 1.547 0.360
C4 -4.478 2.820 0.407
C5 -3.209 3.054 -0.083
C6 -2.483 2.006 -0.625
C7 -3.006 0.726 -0.683
C8 -2.199 -0.405 -1.247
C9 -1.587 -1.250 -0.118
N1 -0.797 -2.336 -0.667
C10 -0.805 -3.564 0.098
C11 0.084 -3.510 1.347
C12 1.512 -3.157 0.938
C13 1.520 -1.843 0.155
C14 2.935 -1.494 -0.321
N2 3.092 -0.079 -0.651
C15 4.149 0.102 -1.631
C16 3.302 0.739 0.545
C17 2.628 2.131 0.537
C18 2.718 2.684 1.963
C19 3.303 3.114 -0.421
C20 1.144 1.997 0.149
O2 0.954 1.577 -1.174
C21 0.553 -1.968 -1.038
H1 -6.206 -2.137 -0.021
H2 -6.183 -0.880 1.239
H3 -6.798 -0.501 -0.394
H4 -6.018 1.390 0.749
H5 -5.058 3.628 0.830
H6 -2.785 4.047 -0.048
H7 -1.491 2.176 -1.017
H8 -1.402 0.001 -1.870
H9 -2.830 -1.055 -1.853
H10 -2.403 -1.675 0.469
H11 -1.007 -0.587 0.542
H12 -1.836 -3.798 0.373
H13 -0.442 -4.361 -0.561
H14 -0.300 -2.752 2.033
H15 0.063 -4.473 1.859
H16 2.150 -3.074 1.823
H17 1.916 -3.954 0.308
H18 1.160 -1.047 0.813
H19 3.668 -1.800 0.445
H20 3.147 -2.077 -1.220
H21 5.120 -0.270 -1.270
H22 3.887 -0.435 -2.542
H23 4.253 1.155 -1.871
H24 4.379 0.869 0.739
H25 2.887 0.193 1.397
H26 2.207 2.032 2.668
H27 2.259 3.668 2.019
H28 3.759 2.773 2.269
H29 4.384 3.090 -0.309
H30 3.037 2.886 -1.450
H31 2.959 4.125 -0.210
H32 0.648 1.304 0.847
H33 0.651 2.970 0.241
H34 1.568 0.827 -1.299
H35 0.518 -1.029 -1.590
H36 0.929 -2.745 -1.714

Output
E_tot: -29436.3020 eV
F_max: 0.011 Eh/bohr
relative energy (zero: lowest compared OMol25 entry of this formula, charge and spin): 1.461 eV
charge: 0
LUMO energy: 0.810 eV
HOMO-LUMO gap: 8.7326 eV


C21H36N4O6 | wB97M-V/def2-TZVPD

CARTESIAN COORDINATES (ANGSTROEM)
C1 3.520 1.457 2.126
C2 2.925 2.592 1.260
C3 3.571 2.570 -0.094
O1 4.737 2.757 -0.228
O2 2.772 2.359 -1.185
C4 2.298 1.024 -1.293
C5 0.838 1.004 -1.750
C6 -0.018 1.618 -0.675
C7 -0.153 3.012 -0.677
C8 -0.893 3.611 0.330
C9 -1.507 2.854 1.303
C10 -1.411 1.476 1.329
C11 -0.657 0.854 0.323
N1 -0.570 -0.567 0.380
C12 -2.204 3.780 2.226
O3 -2.701 3.543 3.281
N2 -2.157 5.087 1.636
C13 -1.177 5.041 0.599
O4 -0.660 5.981 0.074
H1 2.887 1.233 2.976
H2 3.682 0.574 1.516
H3 4.498 1.770 2.470
H4 3.208 3.528 1.727
H5 1.842 2.544 1.219
H6 2.904 0.483 -2.017
H7 2.344 0.499 -0.339
H8 0.574 -0.030 -1.933
H9 0.711 1.543 -2.679
H10 0.315 3.611 -1.442
H11 -1.897 0.905 2.105
H12 -0.156 -0.952 -0.455
H13 0.031 -0.827 1.155
H14 -1.815 5.730 2.351
C14 -4.993 -0.001 -4.919
O5 -4.665 1.178 -4.208
C15 -4.363 0.998 -2.839
C16 -2.930 0.534 -2.548
C17 -2.684 -0.942 -2.850
N3 -1.932 1.339 -3.264
H15 -5.540 -0.709 -4.291
H16 -4.102 -0.485 -5.326
H17 -5.629 0.288 -5.756
H18 -4.495 1.983 -2.384
H19 -5.097 0.327 -2.372
H20 -2.769 0.678 -1.476
H21 -2.565 -1.126 -3.917
H22 -1.769 -1.279 -2.364
H23 -3.502 -1.564 -2.482
H24 -2.029 2.311 -2.978
H25 -2.199 1.341 -4.245
C18 2.039 -2.649 3.517
O6 1.765 -2.919 2.153
C19 2.585 -3.906 1.555
C20 2.169 -5.355 1.843
C21 2.529 -5.835 3.246
N4 0.739 -5.581 1.616
H26 3.107 -2.735 3.736
H27 1.475 -3.310 4.177
H28 1.723 -1.625 3.721
H29 2.495 -3.739 0.478
H30 3.637 -3.735 1.819
H31 2.719 -5.981 1.135
H32 1.839 -5.454 3.997
H33 2.481 -6.923 3.291
H34 3.541 -5.532 3.522
H35 0.514 -5.376 0.647
H36 0.224 -4.883 2.147

Output
E_tot: -40606.1612 eV
F_max: 0.032 Eh/bohr
charge: 0
LUMO energy: -0.165 eV
HOMO-LUMO gap: 9.0842 eV


C21H36N6O5SV | wB97M-V/def2-TZVPD

CARTESIAN COORDINATES (ANGSTROEM)
V1 0.120 1.049 -0.243
O1 0.328 4.445 0.941
C1 0.169 3.478 1.953
C2 -1.257 2.935 2.063
N1 -1.516 1.614 1.415
C3 -2.584 1.779 0.407
C4 -2.163 2.831 -0.637
O2 -3.036 3.552 -1.119
O3 -0.910 2.841 -0.902
C5 -1.893 0.668 2.488
C6 -2.255 -0.764 2.045
O4 -3.397 -0.908 1.561
O5 -1.402 -1.668 2.250
H1 0.082 4.015 0.097
H2 0.858 2.638 1.807
H3 0.433 3.977 2.889
H4 -1.527 2.850 3.120
H5 -1.924 3.684 1.630
H6 -2.735 0.819 -0.103
H7 -3.543 2.059 0.857
H8 -1.060 0.628 3.190
H9 -2.775 1.067 3.012
N2 -0.120 -1.252 -0.467
C7 1.160 -1.967 -0.606
C8 1.816 -2.218 0.744
C9 2.308 -0.962 1.451
N3 1.181 -0.118 1.859
H10 -0.652 -1.648 0.308
H11 -0.673 -1.404 -1.310
H12 1.824 -1.349 -1.212
H13 1.009 -2.928 -1.114
H14 2.675 -2.875 0.578
H15 1.118 -2.757 1.399
H16 2.930 -0.387 0.762
H17 2.934 -1.264 2.305
H18 1.482 0.587 2.521
H19 0.437 -0.675 2.276
C10 2.385 0.429 -3.637
C11 3.482 0.845 -2.701
C12 4.797 0.863 -3.108
C13 5.842 1.284 -2.275
C14 5.496 1.712 -0.991
C15 4.198 1.719 -0.523
C16 3.896 2.221 0.866
C17 3.091 1.256 -1.357
N4 1.851 1.163 -0.951
H20 2.784 0.215 -4.634
H21 1.625 1.213 -3.709
H22 1.850 -0.455 -3.276
H23 5.026 0.544 -4.125
H24 6.871 1.290 -2.617
H25 6.285 2.061 -0.322
H26 4.197 3.266 1.000
H27 4.399 1.630 1.643
H28 2.821 2.159 1.025
C18 -4.752 -1.576 -1.608
N5 -4.118 -2.696 -0.962
C19 -4.619 -3.268 0.281
C20 -3.413 -4.076 0.747
N6 -2.761 -4.370 -0.535
C21 -3.067 -3.371 -1.431
S1 -2.249 -3.113 -2.865
H29 -5.836 -1.716 -1.584
H30 -4.409 -1.523 -2.638
H31 -4.500 -0.645 -1.092
H32 -5.496 -3.896 0.070
H33 -4.859 -2.476 0.985
H34 -3.690 -4.991 1.270
H35 -2.782 -3.443 1.374
H36 -1.784 -4.626 -0.537

Output
2S+1: 4
expectation value of S²: 3.784
E_tot: -78064.8967 eV
F_max: 0.018 Eh/bohr
relative energy (zero: lowest compared OMol25 entry of this formula, charge and spin): 1.340 eV
charge: -2
LUMO energy (alpha / beta): 4.460 / 4.459 eV
HOMO-LUMO gap (alpha / beta): 3.5974 / 4.5320 eV


C21H36P2SeV | wB97M-V/def2-TZVPD

CARTESIAN COORDINATES (ANGSTROEM)
P1 -0.125 -1.571 -3.049
P2 0.255 1.774 -2.890
C1 -0.369 -0.491 -4.557
C2 0.437 0.826 -4.503
H1 -1.459 -0.294 -4.662
H2 -0.035 -1.092 -5.429
H3 1.525 0.640 -4.646
H4 0.085 1.519 -5.297
C3 -1.430 2.448 -3.208
H5 -1.669 3.142 -2.395
H6 -2.187 1.654 -3.212
H7 -1.443 2.978 -4.168
C4 1.306 3.204 -3.278
H8 0.947 3.729 -4.173
H9 2.337 2.862 -3.432
H10 1.280 3.878 -2.415
C5 -1.118 -3.024 -3.545
H11 -1.017 -3.765 -2.745
H12 -0.766 -3.447 -4.495
H13 -2.170 -2.724 -3.628
C6 1.572 -2.152 -3.453
H14 2.297 -1.331 -3.428
H15 1.594 -2.633 -4.439
H16 1.862 -2.880 -2.689
V1 0.093 -0.109 1.661
C7 0.676 1.899 0.104
C8 -0.670 1.547 0.171
C9 -1.456 0.502 -0.615
C10 -1.859 -0.852 -0.002
C11 -0.730 -1.803 0.169
C12 0.655 -1.548 0.032
C13 1.359 -0.429 -0.679
C14 1.809 0.901 0.013
C15 0.362 -1.621 3.017
H17 0.985 2.902 0.402
H18 -1.315 2.274 0.665
H19 -1.014 0.252 -1.613
H20 -2.413 0.973 -0.920
H21 -2.414 -0.746 0.958
H22 -2.610 -1.274 -0.709
H23 -1.010 -2.795 0.545
H24 1.295 -2.378 0.377
H25 0.771 -0.090 -1.564
H26 2.274 -0.844 -1.135
H27 2.323 0.729 1.002
H28 2.609 1.282 -0.669
H29 1.274 -1.543 3.637
H30 0.350 -2.585 2.482
H31 -0.514 -1.543 3.675
Se1 0.471 1.330 3.538
C16 0.025 0.762 5.307
C17 -1.300 0.667 5.797
C18 -1.552 0.172 7.079
C19 -0.489 -0.201 7.922
C20 0.829 -0.087 7.456
C21 1.090 0.412 6.180
H32 -2.122 0.964 5.151
H33 -2.580 0.081 7.445
H34 -0.688 -0.584 8.923
H35 1.666 -0.376 8.102
H36 2.109 0.509 5.831

Output
2S+1: 4
expectation value of S²: 3.778
E_tot: -131967.3604 eV
F_max: 0.051 Eh/bohr
relative energy (zero: lowest compared OMol25 entry of this formula, charge and spin): 0.779 eV
charge: 0
LUMO energy (alpha / beta): 0.312 / 0.102 eV
HOMO-LUMO gap (alpha / beta): 6.6058 / 6.8087 eV


C21H37AsF6HgN6OS2SbSe | wB97M-V/def2-TZVPD

CARTESIAN COORDINATES (ANGSTROEM)
Hg1 -0.417 0.004 -0.657
F1 0.061 2.648 -1.141
Sb1 -0.167 2.848 -3.064
F2 -2.069 2.783 -2.751
F3 -0.206 0.923 -3.176
F4 -0.481 2.872 -4.901
F5 1.707 2.848 -3.167
F6 -0.239 4.704 -2.769
C1 1.286 2.443 3.268
S1 1.643 1.367 1.854
O1 0.291 0.821 1.449
C2 2.422 0.037 2.785
C3 3.780 0.109 3.055
C4 4.383 -0.927 3.751
C5 3.637 -2.027 4.149
C6 2.282 -2.096 3.852
C7 1.668 -1.059 3.164
H1 0.549 1.953 3.902
H2 0.904 3.384 2.876
H3 2.215 2.608 3.811
H4 4.361 0.964 2.728
H5 5.441 -0.871 3.974
H6 4.114 -2.832 4.691
H7 1.704 -2.960 4.149
H8 0.616 -1.099 2.911
C8 -3.584 -2.539 -2.022
N1 -3.777 -2.365 -0.594
C9 -4.980 -2.156 0.034
C10 -4.718 -1.923 1.341
N2 -3.355 -1.990 1.498
C11 -2.613 -1.693 2.709
C12 -2.787 -2.244 0.307
Se1 -0.957 -2.467 0.003
H9 -4.480 -2.975 -2.453
H10 -2.733 -3.193 -2.191
H11 -3.384 -1.573 -2.489
H12 -5.919 -2.195 -0.489
H13 -5.388 -1.728 2.159
H14 -3.305 -1.635 3.544
H15 -2.090 -0.742 2.589
H16 -1.882 -2.478 2.890
C13 -2.269 4.422 0.051
As1 -3.326 2.806 0.049
C14 -4.897 3.066 -1.041
C15 -3.946 2.739 1.890
S2 -2.807 0.754 -0.305
H17 -2.745 5.074 0.783
H18 -2.281 4.882 -0.931
H19 -1.240 4.230 0.339
H20 -5.498 3.895 -0.668
H21 -5.477 2.147 -1.015
H22 -4.583 3.266 -2.063
H23 -4.462 3.661 2.157
H24 -3.078 2.611 2.536
H25 -4.613 1.890 2.021
C16 2.571 0.146 -2.483
N3 3.831 -0.452 -2.884
C17 3.565 -1.671 -3.645
N4 2.798 -2.634 -2.848
C18 1.550 -2.019 -2.444
N5 1.769 -0.786 -1.634
C19 2.614 -1.152 -0.468
N6 3.866 -1.768 -0.857
C20 4.598 -0.808 -1.694
C21 3.570 -2.965 -1.651
H26 1.993 0.397 -3.371
H27 2.763 1.060 -1.918
H28 4.513 -2.126 -3.933
H29 3.002 -1.420 -4.546
H30 0.979 -2.736 -1.856
H31 0.975 -1.740 -3.329
H32 2.054 -1.836 0.176
H33 2.841 -0.236 0.079
H34 5.553 -1.242 -1.993
H35 4.786 0.094 -1.107
H36 2.993 -3.657 -1.033
H37 4.505 -3.443 -1.944

Output
E_tot: -208237.0417 eV
F_max: 0.019 Eh/bohr
relative energy (zero: lowest compared OMol25 entry of this formula, charge and spin): 1.106 eV
charge: +1
LUMO energy: -2.686 eV
HOMO-LUMO gap: 8.2025 eV